Formula: C30H87N3O12
Source: OMol25
Level of theory: wB97M-V/def2-TZVPD

SMILES string ... COC[C@H](C)N.COC[C@H](C)N.COC[C@H](C)N.CCO.CCO.CCO.CCO.CCO.CCO.CCO.CCO.CCO
HOMO ... -0.3297 hartree
LUMO level ... 0.0144 hartree
Energy above the lowest of the compared OMol25 structures with the same formula, charge and spin ... 494.5 kJ/mol
HOMO-LUMO gap ... 9.36 eV

Geometry (Å):
C1 -1.131 2.741 -1.998
O1 -1.498 3.733 -2.950
C2 -2.829 3.540 -3.506
C3 -3.226 4.942 -4.106
C4 -4.404 4.730 -5.112
N1 -2.265 5.458 -5.079
H1 -1.287 1.799 -2.523
H2 -1.727 2.929 -1.105
H3 -0.090 2.904 -1.718
H4 -2.719 2.826 -4.322
H5 -3.527 3.267 -2.715
H6 -3.464 5.699 -3.359
H7 -4.222 4.036 -5.933
H8 -4.731 5.639 -5.616
H9 -5.256 4.329 -4.563
H10 -2.460 6.427 -5.286
H11 -1.346 5.521 -4.665
C5 0.231 0.992 0.986
O2 -0.027 0.383 -0.238
C6 -1.112 -0.476 -0.263
C7 -0.884 -1.868 0.465
C8 0.358 -2.547 -0.123
N2 -2.061 -2.679 0.270
H12 0.478 0.291 1.783
H13 -0.497 1.672 1.428
H14 1.123 1.583 0.781
H15 -2.013 -0.082 0.207
H16 -1.398 -0.566 -1.311
H17 -0.714 -1.671 1.523
H18 0.174 -3.220 -0.960
H19 0.919 -3.037 0.673
H20 1.031 -1.786 -0.519
H21 -2.811 -2.248 0.792
H22 -1.847 -3.607 0.605
C9 -0.173 5.267 1.751
O3 0.926 6.136 1.499
C10 1.650 6.547 2.638
C11 0.983 7.539 3.722
C12 0.520 8.824 2.985
N3 1.949 7.808 4.767
H23 -1.075 5.869 1.863
H24 -0.179 4.642 2.644
H25 -0.295 4.603 0.895
H26 2.266 5.724 3.000
H27 2.421 7.146 2.153
H28 0.086 7.117 4.175
H29 1.388 9.468 2.845
H30 -0.246 9.374 3.531
H31 0.148 8.622 1.981
H32 1.638 8.487 5.448
H33 2.254 6.956 5.215
C13 2.495 1.658 6.033
C14 1.817 2.012 4.699
O4 0.802 3.067 4.859
H34 1.782 1.513 6.845
H35 3.089 2.514 6.353
H36 3.130 0.800 5.812
H37 1.508 1.143 4.120
H38 2.568 2.423 4.025
H39 0.165 2.841 5.541
C15 -3.646 -0.581 -3.769
C16 -3.017 -1.912 -3.489
O5 -3.634 -2.144 -2.209
H40 -3.783 0.090 -2.922
H41 -4.636 -0.801 -4.168
H42 -3.101 -0.192 -4.629
H43 -1.950 -1.756 -3.331
H44 -3.419 -2.656 -4.177
H45 -2.888 -2.279 -1.621
C17 2.310 -7.845 3.165
C18 2.444 -6.368 3.523
O6 1.290 -5.809 2.882
H46 2.863 -8.577 3.755
H47 2.689 -7.986 2.153
H48 1.339 -8.331 3.070
H49 3.401 -5.971 3.184
H50 2.295 -6.138 4.578
H51 1.715 -5.446 2.102
C19 -3.518 -4.493 2.928
C20 -2.200 -5.334 3.004
O7 -1.350 -5.095 1.950
H52 -3.305 -3.441 3.115
H53 -4.341 -4.822 3.562
H54 -3.999 -4.579 1.953
H55 -2.509 -6.368 3.155
H56 -1.642 -5.161 3.924
H57 -0.536 -5.598 2.021
C21 -6.036 1.635 -1.673
C22 -5.043 1.126 -0.612
O8 -5.058 1.719 0.635
H58 -6.155 0.918 -2.486
H59 -5.772 2.601 -2.103
H60 -7.050 1.812 -1.315
H61 -4.020 1.339 -0.923
H62 -5.169 0.056 -0.450
H63 -5.318 2.622 0.442
C23 3.374 3.057 -1.283
C24 2.821 4.041 -0.285
O9 3.846 4.950 -0.061
H64 2.735 2.256 -1.655
H65 4.281 2.473 -1.131
H66 3.754 3.487 -2.210
H67 2.301 3.602 0.566
H68 2.020 4.421 -0.919
H69 4.361 4.699 0.709
C25 4.874 -6.216 -0.957
C26 4.217 -5.186 -0.044
O10 2.854 -5.666 0.280
H70 5.934 -6.112 -1.188
H71 4.429 -6.246 -1.951
H72 4.803 -7.233 -0.570
H73 4.177 -4.200 -0.506
H74 4.829 -5.058 0.849
H75 2.214 -5.422 -0.393
C27 4.116 0.124 -3.383
C28 2.972 -0.628 -2.645
O11 3.301 -1.976 -2.735
H76 4.099 1.195 -3.184
H77 4.152 -0.022 -4.462
H78 5.018 -0.251 -2.899
H79 1.967 -0.333 -2.945
H80 3.019 -0.457 -1.570
H81 2.721 -2.345 -3.405
C29 1.710 -7.159 -2.366
C30 0.281 -6.538 -2.122
O12 0.171 -6.184 -0.740
H82 1.758 -7.697 -3.313
H83 1.908 -7.864 -1.559
H84 2.371 -6.296 -2.291
H85 -0.374 -7.408 -2.174
H86 0.130 -5.732 -2.841
H87 -0.780 -6.065 -0.787

These are the Löwdin partial charges, in e, on atoms 1 to 99: C -0.095; O -0.222; C -0.144; C -0.384; C -0.093; N 0.010; H 0.086; H 0.086; H 0.077; H 0.124; H 0.104; H 0.130; H 0.075; H 0.068; H 0.059; H 0.071; H 0.062; C -0.108; O -0.191; C -0.200; C -0.394; C -0.031; N 0.055; H 0.079; H 0.093; H 0.078; H 0.120; H 0.110; H 0.127; H 0.075; H 0.074; H 0.059; H 0.086; H 0.047; C -0.100; O -0.196; C -0.188; C -0.409; C -0.061; N 0.021; H 0.082; H 0.076; H 0.069; H 0.112; H 0.120; H 0.116; H 0.075; H 0.068; H 0.072; H 0.072; H 0.067; C -0.085; C -0.284; O -0.102; H 0.070; H 0.072; H 0.075; H 0.091; H 0.101; H 0.069; C -0.112; C -0.288; O -0.128; H 0.053; H 0.075; H 0.071; H 0.105; H 0.113; H 0.009; C -0.090; C -0.265; O -0.114; H 0.064; H 0.062; H 0.073; H 0.108; H 0.107; H 0.044; C -0.072; C -0.323; O -0.088; H 0.062; H 0.067; H 0.067; H 0.104; H 0.108; H 0.056; C -0.070; C -0.352; O -0.066; H 0.068; H 0.054; H 0.074; H 0.080; H 0.114; H 0.081; C -0.119; C -0.335; O -0.045